# 1
DFT (wB97M-V/def2-TZVPD) results for a structure of composition C39H34ClN3SSi2Yb at a distorted geometry.

Properties
- Molecular weight: 841.45 g mol⁻¹
- LUMO (spin up / spin down): -2.86 / -4.99 eV
- Max |F|: 2.54 eV Å⁻¹
- ⟨S²⟩: 0.7539
- Gap between HOMO and LUMO (spin up / spin down): 6.372 / 4.219 eV

Geometry as ORCA input:
```
! wB97M-V def2-TZVPD RIJCOSX def2/J DEFGRID3
* xyz 1 2
C -1.663 -0.545 4.450
C -2.247 -0.173 3.210
C -2.049 -1.249 2.304
H -2.792 0.748 3.005
C -1.328 -2.269 2.976
C -1.091 -1.835 4.306
H -0.618 -2.417 5.097
H -1.713 0.028 5.371
H -2.440 -1.316 1.294
H -1.065 -3.236 2.558
Yb 0.274 -0.305 2.784
Si -0.292 0.043 -4.019
C 0.075 1.568 -5.031
C 1.397 1.904 -5.374
H 2.225 1.275 -5.040
C 1.652 3.061 -6.116
H 2.679 3.328 -6.364
C 0.599 3.882 -6.534
H 0.795 4.784 -7.119
C -0.716 3.551 -6.185
H -1.536 4.195 -6.508
C -0.980 2.418 -5.406
H -1.997 2.184 -5.079
C 0.352 -1.450 -4.932
C -0.037 -1.641 -6.273
H -0.745 -0.945 -6.737
C 0.473 -2.720 -7.007
H 0.172 -2.868 -8.048
C 1.366 -3.614 -6.403
H 1.764 -4.448 -6.984
C 1.741 -3.435 -5.067
H 2.433 -4.143 -4.608
C 1.228 -2.368 -4.324
H 1.509 -2.233 -3.276
H -1.752 -0.165 -4.075
Si 0.262 0.353 -1.551
C -0.584 -1.287 -1.136
C -1.919 -1.488 -1.512
H -2.483 -0.690 -2.002
C -2.538 -2.728 -1.318
H -3.584 -2.868 -1.604
C -1.822 -3.791 -0.765
H -2.296 -4.769 -0.646
C -0.494 -3.598 -0.370
H 0.062 -4.428 0.077
C 0.122 -2.355 -0.558
H 1.166 -2.213 -0.254
C -0.942 1.785 -1.297
C -2.126 1.669 -0.556
H -2.338 0.763 0.019
C -3.067 2.707 -0.561
H -4.039 2.539 -0.096
C -2.769 3.936 -1.158
H -3.496 4.756 -1.146
C -1.525 4.098 -1.780
H -1.281 5.056 -2.240
C -0.616 3.037 -1.845
H 0.352 3.174 -2.341
H 1.626 0.488 -2.077
Cl 1.321 0.544 0.501
N 2.617 0.112 6.506
C 1.775 1.084 7.041
C 1.640 1.549 8.338
C 0.510 2.332 8.629
C -0.453 2.602 7.638
C -0.287 2.151 6.320
C 0.836 1.362 6.030
N 1.138 0.581 4.917
C 2.224 -0.171 5.240
C 2.847 -1.194 4.399
C 3.942 -1.970 4.733
S 4.269 -3.150 3.514
C 2.951 -2.518 2.562
N 2.293 -1.514 3.148
H 3.391 -0.328 6.991
H 2.395 1.299 9.083
H 0.368 2.736 9.633
H -1.346 3.171 7.903
H -0.997 2.358 5.516
H 4.509 -1.854 5.647
H 2.712 -2.922 1.579
*
```

=====

# 2
DFT (wB97M-V/def2-TZVPD) results for a structure of composition C39H34CoNO2P2S.

Properties
- Molecular weight: 701.65 g mol⁻¹
- LUMO (spin up / spin down): -2.20 / -2.20 eV
- Max |F|: 0.71 eV Å⁻¹
- ⟨S²⟩: 0.8796
- Gap between HOMO and LUMO (spin up / spin down): 8.183 / 7.919 eV

Geometry as ORCA input:
```
! wB97M-V def2-TZVPD RIJCOSX def2/J DEFGRID3
* xyz 1 2
Co -0.372 1.376 -0.498
O 1.682 1.523 -0.983
S 2.810 0.537 -0.800
C 3.109 0.495 0.950
C 4.447 0.394 1.313
C 4.801 0.328 2.651
C 3.809 0.383 3.614
C 2.482 0.529 3.238
C 2.091 0.597 1.902
P 0.268 0.844 1.629
C -0.002 2.208 2.811
C 0.333 3.478 2.341
C 0.244 4.585 3.167
C -0.199 4.439 4.475
C -0.533 3.182 4.953
C -0.427 2.068 4.129
C -0.415 -0.651 2.403
C 0.238 -1.873 2.263
C -0.343 -3.035 2.754
C -1.566 -2.984 3.404
C -2.222 -1.767 3.545
C -1.658 -0.609 3.034
C 2.345 -1.194 -1.025
C 3.470 -2.008 -0.877
C 3.377 -3.376 -1.029
C 2.153 -3.937 -1.362
C 1.052 -3.122 -1.546
C 1.111 -1.732 -1.387
P -0.411 -0.723 -1.629
C -1.798 -1.855 -1.323
C -2.571 -1.658 -0.187
C -3.664 -2.476 0.074
C -4.002 -3.483 -0.813
C -3.258 -3.665 -1.975
C -2.170 -2.851 -2.234
C -0.453 -0.563 -3.443
C 0.682 -0.766 -4.219
C 0.645 -0.548 -5.593
C -0.529 -0.127 -6.194
C -1.668 0.078 -5.422
C -1.630 -0.133 -4.055
H 5.211 0.381 0.545
H 5.842 0.247 2.936
H 4.065 0.335 4.665
H 1.730 0.600 4.014
H 0.673 3.597 1.318
H 0.515 5.563 2.789
H -0.280 5.305 5.119
H -0.874 3.064 5.974
H -0.675 1.094 4.528
H 1.200 -1.931 1.766
H 0.169 -3.981 2.633
H -2.010 -3.888 3.801
H -3.178 -1.718 4.051
H -2.196 0.328 3.122
H 4.432 -1.568 -0.644
H 4.255 -3.995 -0.899
H 2.055 -5.007 -1.493
H 0.112 -3.582 -1.810
H -2.335 -0.849 0.487
H -4.256 -2.312 0.966
H -4.857 -4.117 -0.614
H -3.538 -4.434 -2.683
H -1.618 -2.974 -3.158
H 1.604 -1.101 -3.761
H 1.534 -0.718 -6.186
H -0.562 0.035 -7.264
H -2.590 0.401 -5.889
H -2.523 0.036 -3.464
N -0.799 3.938 -3.513
C -0.806 3.285 -2.352
O -0.471 2.083 -2.303
C -1.202 3.961 -1.079
C -1.659 2.844 -0.147
H -0.497 3.461 -4.347
H -1.067 4.904 -3.560
H -1.942 4.749 -1.260
H -0.306 4.463 -0.700
H -2.593 2.407 -0.519
H -1.820 3.186 0.872
*
```

=====

# 3
DFT (wB97M-V/def2-TZVPD) results for a structure of composition C39H34IrO3P2S at a distorted geometry.

Properties
- Molecular weight: 836.93 g mol⁻¹
- LUMO (spin up / spin down): -7.86 / -7.84 eV
- Max |F|: 1.97 eV Å⁻¹
- ⟨S²⟩: 0.7594
- Gap between HOMO and LUMO (spin up / spin down): 6.441 / 6.423 eV

Geometry as ORCA input:
```
! wB97M-V def2-TZVPD RIJCOSX def2/J DEFGRID3
* xyz 2 2
Ir -0.410 0.065 0.677
O 1.621 0.926 1.000
S 2.363 -0.362 0.892
O 3.561 -0.370 0.143
O 1.273 -1.318 0.431
C 2.585 -0.779 2.571
C 3.783 -1.293 3.018
C 3.903 -1.652 4.358
C 2.826 -1.504 5.211
C 1.615 -0.996 4.744
C 1.477 -0.613 3.416
P -0.154 0.084 2.957
C -0.327 1.703 3.691
C -0.445 1.806 5.083
C -0.515 3.054 5.674
C -0.470 4.200 4.889
C -0.362 4.100 3.510
C -0.287 2.853 2.910
C -1.326 -1.043 3.690
C -1.119 -2.417 3.518
C -2.053 -3.317 4.002
C -3.184 -2.852 4.662
C -3.393 -1.489 4.831
C -2.480 -0.578 4.326
H 4.609 -1.407 2.328
H 4.838 -2.051 4.728
H 2.915 -1.789 6.250
H 0.784 -0.915 5.432
H -0.496 0.922 5.705
H -0.602 3.134 6.749
H -0.516 5.175 5.357
H -0.324 4.996 2.904
H -0.185 2.777 1.838
H -0.227 -2.783 3.021
H -1.893 -4.380 3.880
H -3.906 -3.559 5.050
H -4.270 -1.135 5.358
H -2.653 0.483 4.450
C -5.216 0.183 -2.133
C -5.255 -0.357 -0.726
C -6.449 -0.893 -0.257
C -6.556 -1.420 1.020
C -5.461 -1.419 1.870
C -4.259 -0.896 1.427
C -4.151 -0.367 0.144
P -2.545 0.195 -0.412
C -2.088 -0.744 -1.896
C -1.873 -2.097 -1.579
C -1.529 -3.006 -2.556
C -1.383 -2.567 -3.865
C -1.587 -1.237 -4.180
C -1.939 -0.290 -3.216
C -2.140 1.123 -3.705
C -2.627 2.008 -0.571
C -3.765 2.767 -0.402
C -3.643 4.150 -0.219
C -2.400 4.753 -0.138
C -1.246 3.983 -0.260
C -1.365 2.620 -0.493
C -0.208 1.750 -0.569
H -6.144 0.708 -2.359
H -5.113 -0.629 -2.857
H -4.399 0.879 -2.311
H -7.314 -0.896 -0.911
H -7.498 -1.838 1.350
H -5.541 -1.828 2.867
H -3.395 -0.908 2.075
H -1.991 -2.441 -0.556
H -1.373 -4.046 -2.302
H -1.105 -3.265 -4.644
H -1.477 -0.909 -5.207
H -2.975 1.159 -4.407
H -1.256 1.462 -4.248
H -2.346 1.845 -2.924
H -4.746 2.308 -0.404
H -4.539 4.749 -0.117
H -2.326 5.818 0.040
H -0.265 4.437 -0.183
H 0.764 2.221 -0.488
H -0.223 0.963 -1.352
*
```

=====

# 4
DFT (wB97M-V/def2-TZVPD) results for a structure of composition C39H34N2OP2PdS2 at a distorted geometry.

Properties
- Molecular weight: 779.22 g mol⁻¹
- LUMO (spin up / spin down): -7.24 / -7.29 eV
- Max |F|: 1.04 eV Å⁻¹
- Gap between HOMO and LUMO (spin up / spin down): 5.626 / 5.583 eV

Geometry as ORCA input:
```
! wB97M-V def2-TZVPD RIJCOSX def2/J DEFGRID3
* xyz 2 1
Pd 0.071 0.363 0.652
O -0.113 3.695 0.088
S -0.065 2.399 -0.612
C -1.545 2.203 -1.594
C -1.825 3.179 -2.546
C -3.036 3.142 -3.210
C -3.966 2.151 -2.911
C -3.678 1.187 -1.959
C -2.451 1.197 -1.295
P -2.143 -0.011 0.020
C -3.373 0.466 1.257
C -4.503 -0.297 1.547
C -5.449 0.185 2.446
C -5.277 1.423 3.045
C -4.158 2.193 2.747
C -3.208 1.717 1.860
C -2.510 -1.643 -0.617
C -2.611 -2.693 0.302
C -2.883 -3.978 -0.142
C -3.034 -4.224 -1.502
C -2.888 -3.192 -2.419
C -2.620 -1.901 -1.982
C 1.168 2.448 -1.886
C 1.526 3.678 -2.406
C 2.439 3.707 -3.452
C 2.977 2.525 -3.944
C 2.645 1.299 -3.372
C 1.752 1.252 -2.311
P 1.452 -0.249 -1.328
C 2.548 0.061 0.111
C 3.424 1.147 0.237
C 4.241 1.254 1.347
C 4.212 0.275 2.341
C 3.361 -0.810 2.224
C 2.522 -0.915 1.122
C 2.237 -1.649 -2.156
C 3.624 -1.825 -2.126
C 4.189 -2.902 -2.794
C 3.378 -3.804 -3.478
C 2.001 -3.638 -3.498
C 1.427 -2.561 -2.835
H -1.112 3.966 -2.757
H -3.261 3.895 -3.957
H -4.926 2.140 -3.412
H -4.416 0.431 -1.717
H -4.660 -1.257 1.073
H -6.330 -0.408 2.666
H -6.022 1.795 3.743
H -4.028 3.168 3.205
H -2.349 2.333 1.627
H -2.483 -2.504 1.363
H -2.976 -4.789 0.571
H -3.263 -5.227 -1.848
H -2.983 -3.391 -3.479
H -2.503 -1.103 -2.705
H 1.099 4.590 -1.998
H 2.725 4.657 -3.886
H 3.687 2.556 -4.763
H 3.102 0.386 -3.741
H 3.475 1.904 -0.537
H 4.921 2.094 1.434
H 4.874 0.357 3.197
H 3.363 -1.588 2.977
H 1.903 -1.791 1.004
H 4.259 -1.131 -1.585
H 5.263 -3.041 -2.777
H 3.826 -4.645 -3.995
H 1.374 -4.348 -4.023
H 0.349 -2.432 -2.842
S 0.019 1.212 2.982
C 0.874 0.335 4.167
N 0.979 -0.987 4.287
C 1.620 -1.399 5.552
C 2.073 -0.045 6.143
N 1.502 0.916 5.181
H 0.434 -1.606 3.719
H 2.454 -2.069 5.368
H 0.907 -1.905 6.193
H 3.154 0.044 6.178
H 1.679 0.121 7.140
H 1.540 1.915 5.281
*
```